Here is a cluster of 5 separate species, C11H24O9 in total from the OMol25 dataset. Energies are from ωB97M-V/def2-TZVPD.

Values from the calculation:
- E_tot (eV) = -30211.9840
- HOMO level (alpha / beta) (eV) = -12.885 / -12.885
- 2S+1 = 2
- net charge = +1

CARTESIAN COORDINATES (ANGSTROEM)
O1 2.564 -1.467 -3.250
O2 3.345 2.943 3.097
O3 0.475 -1.106 -1.062
O4 -0.668 -1.238 1.505
O5 -2.460 -1.278 2.845
O6 -2.816 -0.385 0.939
O7 2.266 2.112 1.408
O8 3.107 4.164 1.237
O9 -0.447 0.781 -6.454
C1 2.465 -0.197 1.973
C2 -3.845 -1.137 2.787
C3 2.520 -2.123 -4.528
C4 1.992 1.182 2.434
C5 0.319 1.001 -5.254
C6 2.931 3.187 1.848
C7 -4.083 -0.356 1.522
C8 2.731 1.780 3.639
C9 -1.885 -1.028 1.745
C10 -0.279 0.037 -1.562
C11 -4.432 -0.719 4.168
H1 2.406 -3.189 -4.332
H2 -4.275 -2.121 2.598
H3 0.849 0.107 -4.926
H4 -5.516 -0.605 4.162
H5 1.821 -1.789 -2.735
H6 0.195 1.006 -7.131
H7 1.883 -0.567 1.129
H8 -1.283 -0.235 -1.889
H9 1.995 2.190 4.330
H10 2.416 -0.911 2.795
H11 3.399 1.008 4.020
H12 3.473 -0.074 1.575
H13 -0.383 1.278 -4.468
H14 -4.939 -0.732 0.961
H15 -4.334 0.649 1.861
H16 -4.128 0.253 4.558
H17 1.554 -1.871 -4.964
H18 0.251 0.475 -2.407
H19 -4.183 -1.487 4.900
H20 0.923 1.075 2.619
H21 -0.369 0.826 -0.815
H22 0.075 -1.394 -0.238
H23 3.321 -1.840 -5.211
H24 1.048 1.793 -5.427

Atom charges from the Löwdin analysis, given in e for atoms 1 to 5:
1. O 0.125
2. O 0.078
3. O -0.013
4. O 0.082
5. O 0.150